Here is C54H67N8O3ReS as an isolated structure from the Open Molecules 2025 dataset. Energies are from ωB97M-V with the def2-TZVPD basis set.

Geometry as XYZ:
```
134
Properties=species:S:1:pos:R:3:lowdin_charge:R:1
C -1.56841 -1.05999 -2.12895 0.050
H -5.76688 1.35234 1.83592 0.113
C 2.08369 -2.93198 1.30209 -0.235
H -7.16907 0.69274 0.97598 0.122
C 1.61884 2.49205 -1.74824 0.043
C -0.20309 1.19896 3.90519 -0.007
O 0.77447 3.63411 2.90348 -0.270
C -1.92752 -3.26257 -1.05332 -0.119
C -3.17550 1.93786 -0.79286 -0.012
H -0.67592 -1.99713 4.95868 0.111
H -2.47679 1.81063 -4.87149 0.111
C 3.19826 -4.79758 2.72562 -0.176
N 0.17555 0.54290 -1.56043 -0.024
C -0.64598 -6.48477 -0.51279 -0.070
C -1.59747 4.85913 0.54653 -0.045
H -5.76499 0.34063 -1.03715 0.128
H 5.01592 4.53480 -0.81369 0.112
H -0.21932 2.22653 4.22630 0.103
H 0.95890 -4.71559 1.26784 0.117
H -6.10094 -1.47824 0.74690 0.126
C -1.32683 3.80581 1.41412 -0.268
C 4.69171 3.76967 -2.80405 -0.070
C 5.23625 -2.35667 3.17245 -0.179
H 6.60418 -2.39710 1.47581 0.077
C -5.64189 -0.75068 1.42690 -0.159
H -2.13820 1.83749 -0.48828 0.078
H -0.86523 -6.44645 -1.58079 0.068
O -2.14732 -0.02391 0.84164 -0.007
C 4.14336 -0.09353 1.39889 0.079
C -3.58013 -1.91003 2.15322 -0.031
H -3.76379 -2.71322 -1.97197 0.104
C 0.13966 0.88669 2.57121 -0.396
C -2.20739 0.84445 -4.44274 -0.184
H 3.37453 4.73633 -1.38390 0.115
C 4.53639 2.07536 0.25752 -0.107
C 3.73921 0.92714 0.58437 -0.198
H 0.42788 -6.32535 -0.39377 0.066
C -0.05721 -3.23885 0.19021 -0.222
H -3.83207 -4.19552 -1.05042 0.111
H 5.10527 0.01016 1.88355 0.119
H 3.89032 3.34469 -3.41258 0.058
H -5.67551 2.03322 -0.55562 0.123
H -2.13785 2.44108 2.87156 0.103
C -2.33957 3.26098 2.19561 -0.043
H 1.73647 2.99488 -4.82560 0.066
Re 0.87417 -0.27399 0.18430 1.730
H -4.40833 3.36667 2.72684 0.112
H -6.01858 4.79583 1.73103 0.075
C -0.48259 0.16658 4.75881 -0.031
H 7.36522 -2.78150 3.02468 0.077
H -0.79433 5.28356 -0.04004 0.113
O 1.05086 3.83020 0.46021 -0.281
H 5.51882 3.05777 -2.81164 0.071
C 3.82051 2.79475 -0.64523 -0.117
S 0.35252 3.27040 1.57964 0.632
C -0.24869 3.36512 -4.00961 -0.173
H 0.42065 2.46873 -5.87515 0.069
N 0.30041 -0.37500 2.20853 -0.047
C 3.48301 -1.28401 1.56779 -0.202
C -1.45535 -5.42837 0.25305 -0.173
C 3.12810 -3.41534 2.15160 -0.123
C -6.08368 0.64862 1.06122 -0.150
H -3.52446 2.94025 -0.54589 0.077
H -3.94223 -4.59272 -3.55153 0.078
C 7.01375 1.73696 -0.09436 -0.071
C 3.99033 -2.37968 2.33902 -0.116
H -5.36841 6.40840 1.43416 0.087
H 3.84479 -6.80460 2.19011 0.078
H 6.00276 1.97102 1.79902 0.107
N -3.97596 0.94736 -0.10017 -0.057
C -0.87370 0.10037 -2.34119 -0.221
H 2.20414 -5.11475 3.04968 0.110
C -1.18280 -4.02895 -0.21071 -0.118
H 0.04841 4.19102 -3.35964 0.112
H -2.52144 -5.63513 0.14037 0.110
C 5.91343 2.35114 0.77987 -0.176
C 4.21844 4.04185 -1.37148 -0.167
C -1.24042 -2.01386 -1.20211 -0.207
H -1.23443 -5.50590 1.32069 0.114
N -0.13756 -1.95997 -0.35833 -0.026
H -5.96028 -1.01082 2.43816 0.124
H 5.06219 -2.93989 4.07899 0.113
C -3.91778 4.82598 1.23489 -0.279
H -5.66709 5.32771 0.08239 0.083
H -2.47542 -0.24883 -6.30654 0.078
N -4.18876 -0.85593 1.36729 -0.072
H -1.24107 3.61581 -4.38897 0.111
H 4.74858 -5.52172 1.38058 0.069
H 0.79618 4.18814 -5.72991 0.079
H -3.70369 -1.73075 3.22557 0.094
H -0.88013 -7.48775 -0.15393 0.079
C -0.33904 2.10422 -3.20561 -0.113
H 0.06593 -2.39230 2.63964 0.100
H -0.75039 0.38565 5.78536 0.119
C 0.98598 -3.68472 0.93734 0.028
C 3.75928 -5.82008 1.72971 -0.072
H -3.24456 1.80205 -1.87421 0.089
H 3.11603 -5.91084 0.85140 0.068
N 2.29141 -1.61961 0.95218 -0.017
H 5.02989 4.68922 -3.28264 0.079
H -2.40415 -1.26543 -2.78513 0.119
C -0.42732 -1.16577 4.31489 -0.049
H -2.56691 -5.41144 -2.80919 0.064
H -2.52049 -1.95780 1.92403 0.063
C 0.73430 3.24888 -5.17940 -0.065
N 0.35142 1.65254 1.45959 -0.128
H -2.31602 -3.91502 -3.70600 0.077
C 2.59144 2.08805 -0.85159 -0.232
C -1.70429 -0.08695 -5.55312 -0.069
H -1.41275 -1.05760 -5.14723 0.071
H 7.99281 1.84735 0.37325 0.076
C -3.62296 3.77641 2.10114 -0.037
H -3.09770 6.18457 -0.20675 0.122
H 3.82025 -4.77675 3.62193 0.110
H 6.83259 0.67284 -0.26058 0.075
H -4.04498 -2.86987 1.90967 0.092
H -3.12244 0.42876 -4.01072 0.107
C 0.52752 1.77221 -2.10986 -0.201
C -3.20871 -3.62516 -1.74272 -0.182
H 7.05074 2.22336 -1.07067 0.067
C -2.88695 5.35895 0.46432 -0.038
H 6.05426 3.43096 0.84239 0.112
C 6.45954 -2.90871 2.43030 -0.070
H 6.34154 -3.97315 2.22144 0.064
C -5.32079 5.36496 1.11712 -0.040
C -1.18699 1.05655 -3.36709 -0.145
H 5.43892 -1.33751 3.50470 0.106
C -0.02230 -1.39424 3.03422 -0.097
C -3.37349 0.03244 0.70984 -0.467
C -5.42081 1.01939 -0.24658 -0.147
H 1.77273 3.44326 -2.23957 0.122
N 2.52956 0.96924 -0.07425 -0.022
C -2.99832 -4.43368 -3.02878 -0.067
H -0.82984 0.33844 -6.04768 0.070
```

Summary:
Maximum force ... 1.889 eV/Å
Net charge ... +1
Expectation value of S² ... 0.775
Multiplicity ... 2
HOMO energy (spin up / spin down) ... -9.330 / -9.233 eV


Here is C4H10Br2NO2 as an isolated structure from the Open Molecules 2025 dataset. Energies are from ωB97M-V with the def2-TZVPD basis set.

Geometry as XYZ:
```
19
Properties=species:S:1:pos:R:3:lowdin_charge:R:1
C 2.19482 0.51569 2.25456 -0.245
H -0.60253 0.57217 0.07762 0.137
H -0.65221 -0.74359 0.79575 0.187
C 1.15614 -0.19366 -0.00564 -1.004
H -1.08363 -1.93512 -1.23658 0.128
H 1.16106 0.48811 2.40377 0.051
H 2.80693 -0.33551 2.27640 0.036
O -2.36994 1.01671 -0.92202 -0.010
H 3.67323 1.82233 2.25256 0.170
N -0.25854 -0.36383 -0.05418 -0.088
Br 1.84110 1.01074 -1.43668 0.724
H -3.19571 -0.74797 -1.93062 0.173
C -2.43985 -0.34690 -1.14334 -0.225
Br 2.06231 -1.88150 -0.12259 0.780
H -3.03195 -0.73809 -0.30369 0.129
H -0.51013 -0.49056 -2.18068 0.124
O 2.68229 1.67181 2.17107 -0.012
C -0.97291 -0.86245 -1.24978 -0.120
H -2.46049 1.54161 -1.64592 0.064
```

Summary:
Maximum force ... 6.847 eV/Å
Net charge ... +1
Expectation value of S² ... 2.008
Multiplicity ... 3
HOMO energy (spin up / spin down) ... -9.548 / -14.487 eV


Here is a 7-piece molecular cluster, C2H16NO8 overall from the Open Molecules 2025 dataset. Energies are from ωB97M-V with the def2-TZVPD basis set.

Geometry as XYZ:
```
27
Properties=species:S:1:pos:R:3:lowdin_charge:R:1
H -0.24550 -2.17916 0.36668 0.000
O -3.01546 2.21139 1.08865 -0.102
O 2.06475 -1.29137 -1.56497 -0.092
O -0.62897 -0.54000 0.51956 -0.086
H 0.99289 2.15294 -1.23766 0.055
H 1.53524 -0.86082 1.07000 0.088
C 0.01204 0.48023 0.92253 -0.693
H 2.06690 2.06306 1.41750 0.075
O -3.23216 -1.22268 0.12761 -0.102
O 0.16945 1.79331 -1.57694 -0.043
N 1.35881 0.11176 1.22426 -0.006
H -3.17916 1.56567 1.78103 0.017
O -0.33283 -0.52918 -2.87650 -0.083
H 1.82883 -2.19388 -1.31895 0.011
H -0.19646 0.36732 -2.49328 -0.001
H 1.18195 -0.95074 -1.82461 -0.006
H -0.51122 2.00550 -0.91660 0.050
H 3.10740 0.80262 2.02224 0.070
H -2.35703 -0.80947 0.30950 -0.016
O 0.21214 -3.06346 0.33608 -0.100
C 2.44370 1.05959 1.18773 -0.121
H -1.22901 -0.74503 -2.58650 0.049
H -3.34902 -1.93385 0.76502 0.016
H -2.05799 2.09814 0.89063 -0.016
O -0.33654 1.66490 1.04979 -0.047
H 0.77423 -3.17574 1.10634 0.018
H 2.92301 1.11895 0.21086 0.066
```

Summary:
Maximum force ... 2.943 eV/Å
Net charge ... -1
Multiplicity ... 1
HOMO energy ... -5.627 eV


What is the formula in the third record? C2H16NO8


Which of these has the highest maximum force? C4H10Br2NO2


What is the formula in the third record? C2H16NO8